1.
{
  "formula": "C24H14F7KN2O3",
  "method": "wB97M-V/def2-TZVPD",
  "elements": ["K", "C", "O", "C", "C", "C", "C", "C", "C", "N", "N", "C", "C", "O", "C", "C", "C", "C", "C", "C", "C", "C", "H", "H", "H", "H", "H", "H", "H", "H", "H", "H", "H", "H", "H", "F", "C", "C", "F", "C", "F", "C", "O", "C", "F", "C", "F", "F", "C", "F", "H"],
  "coordinates": [[14.33329, 10.25798, 3.85839], [11.34747, 8.08746, 3.89731], [11.29746, 9.48819, 3.63225], [10.09021, 10.16129, 3.74443], [8.88773, 9.42152, 3.69908], [7.67828, 10.05758, 3.89538], [7.61386, 11.43368, 4.01035], [8.78924, 12.17458, 3.99039], [10.04824, 11.56878, 3.86359], [11.25096, 12.34810, 3.90946], [11.01285, 13.55199, 3.86092], [11.93813, 14.48382, 4.05093], [13.32099, 14.24622, 4.49734], [13.70344, 13.13117, 4.90983], [14.20338, 15.42402, 4.54233], [13.72873, 16.69525, 4.30878], [12.36554, 16.94252, 4.01412], [11.83253, 18.26989, 3.99612], [10.47659, 18.46817, 3.76510], [9.60694, 17.35983, 3.52014], [10.12621, 16.11247, 3.61102], [11.50124, 15.83954, 3.89940], [10.96957, 7.92384, 4.93100], [12.40940, 7.84847, 3.82865], [10.73295, 7.52208, 3.20797], [8.95609, 8.33453, 3.64382], [6.72691, 9.50113, 3.84669], [6.63929, 11.87305, 4.12395], [8.66213, 13.23795, 4.11233], [15.25525, 15.21877, 4.67166], [14.45005, 17.52443, 4.38910], [12.48516, 19.12569, 4.20603], [10.07302, 19.45911, 3.74556], [8.56003, 17.55845, 3.30892], [9.44254, 15.30922, 3.38515], [20.31523, 14.98449, 4.73826], [19.54398, 13.97305, 4.32286], [18.16022, 14.19050, 3.91630], [17.64635, 15.37663, 4.20655], [17.35160, 13.21450, 3.38781], [16.16708, 13.60111, 2.99677], [17.88766, 11.89018, 3.22674], [17.01329, 10.96701, 2.82407], [19.28701, 11.60224, 3.53666], [19.75929, 10.37061, 3.48514], [20.02861, 12.66694, 4.04640], [21.27268, 12.52134, 4.52997], [13.90100, 6.16734, 3.95321], [14.54677, 7.45421, 3.91631], [15.52229, 7.38869, 5.01990], [15.17405, 7.27972, 2.99302]],
  "atomic_forces_ev_per_a": [[0.1, 0.6, 0.0], [-0.3, 0.5, 0.9], [-0.5, 1.3, -0.1], [0.0, -1.1, -0.2], [0.8, 0.1, 0.7], [-1.0, -0.4, -0.6], [0.5, -0.4, 0.0], [-0.8, -0.4, 0.1], [0.0, 0.4, -0.2], [0.5, -3.0, 0.3], [-1.6, 1.4, -0.1], [2.3, 1.1, 0.2], [-0.7, -0.6, 0.4], [0.3, 0.4, -0.4], [-0.8, 0.8, -0.7], [1.7, -1.2, 0.5], [-0.6, 0.9, 0.6], [-0.8, -0.6, -0.2], [0.5, -0.5, -0.1], [1.1, 1.5, 0.5], [-0.3, -0.5, -0.5], [-1.1, 0.0, -0.5], [0.2, -0.1, -0.5], [-0.1, -0.2, 0.1], [0.0, -0.2, -0.3], [-0.2, 0.4, -0.1], [0.6, 0.1, 0.2], [-0.1, 0.4, 0.1], [0.6, 0.1, 0.0], [0.0, 0.1, 0.3], [-0.5, -0.2, -0.2], [-0.2, -0.4, -0.2], [-0.1, 0.5, 0.0], [0.1, -0.2, 0.0], [0.2, -0.4, 0.2], [0.3, 0.1, 0.3], [-3.4, -2.1, -2.3], [2.6, -0.6, 1.2], [-0.4, 1.3, -0.1], [3.6, -0.1, 0.6], [-1.5, -0.4, -0.4], [-2.6, -2.7, -1.3], [2.1, 1.5, 0.9], [-2.1, 3.0, 0.3], [0.4, -0.7, -0.1], [-0.2, 1.5, 1.1], [1.1, -0.9, -0.2], [-0.1, -0.2, 0.4], [0.5, -0.1, -0.4], [-0.5, -0.2, -0.7], [0.2, 0.2, 0.7]],
  "mulliken_charge": [0.860, -0.147, -0.253, 0.517, -0.594, -0.418, -1.008, 0.187, 0.246, -0.674, 0.292, -0.281, 0.650, -0.745, -0.688, -0.846, 1.011, -0.965, -0.295, -0.884, -0.196, 0.802, 0.410, -0.205, 0.275, 0.265, 0.291, 0.365, 0.258, 0.345, 0.288, 0.322, 0.375, 0.364, 0.274, -0.341, -0.307, 0.651, -0.327, 0.329, -0.298, 0.565, -0.860, -0.394, -0.305, 0.637, -0.342, -0.343, -0.541, -0.343, 0.022],
  "de_lowest_kj_mol": 115.4,
  "charge": -2
}

2.
{
  "formula": "C24H15BCl34F3NO7S",
  "method": "wB97M-V/def2-TZVPD",
  "elements": ["C", "C", "C", "B", "O", "N", "C", "C", "O", "C", "O", "C", "C", "Cl", "C", "C", "Cl", "S", "O", "O", "C", "F", "F", "F", "C", "C", "C", "C", "C", "O", "O", "H", "H", "H", "H", "H", "H", "H", "H", "H", "H", "H", "H", "H", "H", "H", "C", "Cl", "Cl", "Cl", "Cl", "C", "Cl", "Cl", "Cl", "Cl", "C", "Cl", "Cl", "Cl", "Cl", "C", "Cl", "Cl", "Cl", "Cl", "C", "Cl", "Cl", "Cl", "Cl", "C", "Cl", "Cl", "Cl", "Cl", "C", "Cl", "Cl", "Cl", "Cl", "C", "Cl", "Cl", "Cl", "Cl"],
  "coordinates": [[-4.64133, 0.72012, 2.46933], [-3.78049, -0.08441, 1.86314], [-2.65629, -1.00125, 1.12380], [-3.34013, -2.47769, 1.24386], [-3.01285, -3.52459, 2.17849], [-4.49921, -2.76705, 0.28618], [-4.33282, -4.10191, -0.38243], [-5.80775, -2.78837, 1.06550], [-2.88901, -0.59710, -0.29024], [-1.60261, -0.38206, -0.88936], [-1.57861, 0.20698, -2.00797], [-0.36940, -1.01557, 0.00404], [-0.30312, -2.51116, -0.58085], [-1.50217, -2.98082, -1.92823], [0.61377, -3.54778, -0.20431], [0.62888, -5.04967, -0.85240], [1.89979, -3.24325, 1.06050], [1.24231, -0.16468, -0.36614], [1.93667, -0.95157, -1.47787], [2.17780, -0.06495, 0.84531], [1.07542, 1.58887, -1.00529], [-0.07105, 2.31346, -0.48563], [1.05216, 1.67779, -2.47265], [2.25565, 2.35767, -0.59732], [-1.09986, -0.75481, 1.45422], [-0.53330, -1.63926, 2.70415], [-0.35869, -2.56809, 3.62998], [-0.88945, 0.75001, 2.09971], [-0.97245, 0.72986, 3.73412], [-2.02709, 0.54350, 4.40791], [0.24643, 0.99877, 4.50393], [-5.32804, 1.11369, 3.31815], [-3.75965, -4.15277, 2.32115], [-3.25783, -4.51859, -0.21803], [-5.13683, -4.88303, -0.08432], [-4.41022, -3.91798, -1.53388], [-6.63565, -3.14302, 0.35046], [-5.79074, -3.50550, 1.96787], [-5.99031, -1.72848, 1.46944], [0.92158, -5.74211, 0.04214], [-0.40644, -5.40046, -1.19264], [1.46576, -5.17249, -1.62809], [0.01581, -3.37961, 4.36872], [-1.59626, 1.53523, 1.62749], [0.18611, 1.15806, 1.89012], [0.23944, 1.99939, 4.57408], [-2.13861, 4.49992, -2.94316], [-2.88187, 3.98423, -4.47439], [-0.76604, 3.43774, -2.56309], [-1.56275, 6.17572, -3.09691], [-3.34300, 4.40378, -1.63779], [2.64905, 6.36293, -2.06624], [2.49522, 7.34459, -0.59127], [4.33751, 6.39379, -2.62462], [2.16988, 4.68767, -1.71608], [1.59266, 7.02537, -3.33367], [5.94954, 3.33370, -0.58690], [7.31223, 4.41600, -0.95269], [4.81389, 4.15958, 0.50650], [5.11325, 2.90144, -2.09707], [6.55797, 1.85805, 0.19612], [2.03440, 4.80676, 5.04012], [3.08581, 3.68286, 5.92926], [2.41515, 6.47692, 5.51626], [2.30096, 4.61288, 3.29351], [0.33252, 4.45403, 5.42100], [0.52109, -8.70157, -2.26537], [1.89315, -7.63807, -2.65078], [-0.60339, -7.85451, -1.17632], [-0.32606, -9.14097, -3.76495], [1.11736, -10.17485, -1.46812], [5.92323, -9.16084, -2.25155], [6.97480, -10.28159, -1.35723], [6.31949, -7.48752, -1.79894], [6.17503, -9.37782, -3.99821], [4.22318, -9.49546, -1.85202], [-2.47011, 7.43517, 4.61835], [-2.81134, 8.23405, 6.16954], [-3.32373, 5.87622, 4.55402], [-3.02500, 8.47032, 3.28351], [-0.72073, 7.15813, 4.46680], [2.05772, 5.43760, -7.22687], [2.16647, 6.82916, -8.32856], [3.00880, 5.76605, -5.76172], [0.35799, 5.16628, -6.77991], [2.69641, 3.98894, -8.03677]],
  "atomic_forces_ev_per_a": [[4.6, -5.2, -2.1], [-3.2, 3.9, 3.5], [-2.2, 0.9, 0.3], [-1.3, -2.8, 0.5], [-0.6, 2.0, -1.0], [-0.2, -0.9, 1.8], [0.7, -0.3, -1.4], [0.0, 0.5, -0.2], [4.7, 0.2, 0.2], [-2.1, 2.3, -4.0], [0.8, -2.7, 5.3], [-3.6, -0.2, -0.7], [2.0, -2.4, 1.1], [1.6, 0.8, 1.7], [-1.6, 1.1, -1.1], [0.4, 0.6, 2.1], [-1.8, -0.4, -1.9], [7.4, -3.6, 0.3], [-3.2, 2.9, 2.8], [-4.2, 0.5, -3.2], [0.1, 4.7, -1.8], [3.7, -2.9, -0.6], [0.3, -0.8, 4.9], [-3.7, -3.1, -1.0], [1.2, 0.1, 3.3], [-0.2, -5.7, 3.2], [-0.2, 4.7, -5.0], [1.4, 0.9, -0.2], [-3.2, -0.3, 3.0], [4.5, 0.8, -3.5], [-2.1, 1.1, -2.2], [1.5, -0.7, -2.3], [0.8, 0.7, -0.5], [-2.0, 0.5, -0.2], [1.4, 1.3, -0.3], [0.0, -0.5, 2.0], [1.1, 0.8, 1.2], [0.0, 0.8, -1.2], [0.0, -1.7, -0.7], [-0.5, 1.3, -1.6], [1.8, 1.1, 0.2], [-1.5, 0.5, 1.0], [-1.0, 2.1, -1.6], [0.8, -1.4, 1.1], [-1.8, -1.1, 0.3], [0.2, -1.4, 0.1], [0.2, -0.1, -0.1], [0.1, 0.1, 0.2], [-1.5, 1.2, -1.3], [-0.3, -0.3, 0.0], [0.2, 0.0, -0.2], [-0.2, -0.1, -0.1], [0.1, -0.2, -0.2], [-0.3, 0.0, 0.1], [0.3, 1.0, -0.2], [0.2, 0.2, 0.7], [-0.1, -0.1, -0.1], [-0.3, -0.2, 0.1], [0.3, -0.1, -0.1], [0.3, 0.0, 0.3], [-0.1, 0.3, -0.1], [0.2, -0.1, 0.0], [-0.2, 0.2, -0.2], [-0.1, -0.3, -0.1], [-0.1, 0.0, 0.3], [0.4, -0.5, 0.1], [0.0, 0.0, -0.1], [-0.6, -0.1, -0.1], [0.1, -0.7, -0.2], [0.2, 0.1, 0.3], [-0.2, 0.3, -0.1], [0.0, -0.1, 0.0], [-0.2, 0.2, -0.2], [-0.1, -0.3, -0.1], [-0.1, 0.0, 0.3], [0.8, -0.2, 0.0], [0.1, 0.1, -0.1], [0.1, -0.2, -0.3], [0.2, 0.2, 0.0], [0.1, -0.2, 0.3], [-0.6, 0.6, -0.1], [0.1, 0.0, 0.0], [0.0, -0.2, 0.2], [0.0, -0.3, -0.7], [0.3, 0.1, 0.0], [-0.1, 0.3, 0.1]],
  "mulliken_charge": [-0.883, -1.336, 1.597, 0.681, -0.675, 0.029, -0.835, -0.986, -0.369, -0.376, -0.648, 1.175, -0.585, -0.107, 0.555, -1.149, -0.121, 1.140, -0.620, -0.602, 0.572, -0.104, -0.224, -0.046, 2.472, -1.052, -0.845, -0.280, 0.061, -0.509, -0.365, 0.377, 0.271, 0.259, 0.332, 0.187, 0.376, 0.302, 0.170, 0.429, 0.387, 0.237, 0.357, 0.364, 0.242, 0.205, 0.253, -0.112, 0.036, -0.108, -0.122, 0.071, -0.108, -0.065, 0.214, -0.044, 0.177, -0.091, -0.001, -0.043, -0.100, 0.186, -0.093, -0.092, 0.086, -0.067, 0.377, -0.091, -0.059, -0.092, -0.120, 0.289, -0.101, -0.098, -0.097, 0.004, 0.287, -0.100, -0.089, -0.096, -0.019, 0.252, -0.099, -0.019, -0.068, -0.100],
  "energy_ev": -486363.8705,
  "smiles": "C#C[C@]1(CC(=O)O)[C@](C#C)(B(O)N(C)C)OC(=O)[C@@]1(/C(Cl)=C(/C)Cl)S(=O)(=O)C(F)(F)F.ClC(Cl)(Cl)Cl.ClC(Cl)(Cl)Cl.ClC(Cl)(Cl)Cl.ClC(Cl)(Cl)Cl.ClC(Cl)(Cl)Cl.ClC(Cl)(Cl)Cl.ClC(Cl)(Cl)Cl.ClC(Cl)(Cl)Cl"
}